# 1
ORCA calculation (ωB97M-V/def2-TZVPD) on a molecular structure, C26H28FNOP2Y in a non-equilibrium geometry.

HOMO (spin up / spin down), eV: -10.1 / -10.1
LUMO level (spin up / spin down), eV: -4.62 / -4.62

ORCA input file:
```
! RIJCOSX wB97M-V def2-TZVPD def2/J DEFGRID3
* xyz 1 1
H 4.525 -0.659 0.084
H -3.917 -3.063 3.189
C -0.109 -3.123 2.368
C 0.756 4.072 0.419
C -1.410 0.537 -2.185
H 4.625 1.657 0.142
C 2.655 0.523 -1.777
C -3.505 -0.409 -1.354
C -1.509 -1.823 -1.632
H -4.068 -1.292 -1.048
H -3.782 2.973 -1.729
P -0.333 2.622 0.347
C -0.194 -1.932 -2.043
H 2.392 -4.060 -2.580
H 3.103 -1.746 0.323
C -3.322 1.978 -1.721
C -1.935 1.828 -1.839
C -2.868 -3.036 2.958
C -0.830 -4.356 2.525
C 3.552 -0.780 0.596
H 1.359 4.024 1.333
N -0.217 0.374 -2.761
H 0.147 4.974 0.438
C 2.607 -1.907 -2.550
H 3.713 -0.754 1.691
Y 0.267 0.195 2.212
C -2.131 -1.869 2.813
C -4.100 0.824 -1.518
H -1.467 3.949 -1.451
H -1.550 3.262 2.348
F -2.896 -5.446 2.883
H -1.957 4.325 0.958
C -0.826 -1.912 2.352
H 3.354 2.843 -0.245
H 2.204 1.441 -2.185
C -2.205 -4.257 2.786
H -5.184 0.926 -1.453
C -1.782 3.282 1.270
C 0.499 -0.691 -2.437
H 0.052 -4.007 -1.642
C 1.949 -0.708 -2.313
H 3.737 0.506 -2.012
H 1.000 -3.175 2.196
H -0.435 -0.716 0.962
H -2.604 -0.933 2.980
C 3.616 1.995 0.380
C 0.588 -3.112 -1.946
O 2.056 2.677 3.587
H 3.674 -1.927 -2.773
P 2.458 0.634 0.124
C -2.178 -0.611 -1.779
C 1.902 -3.113 -2.385
H -0.090 2.946 -2.087
C -0.971 2.940 -1.416
H -0.314 -5.348 2.429
H 3.578 2.312 1.428
C 1.439 1.905 2.967
H -1.855 -2.527 -0.865
H -2.678 2.677 1.081
H 1.418 4.089 -0.444
*
```

Löwdin atomic charge list, values in e, 6 entries:
1. H 0.0565
2. H 0.1164
3. C -0.1323
4. C -0.2797
5. C -0.1981
6. H 0.0559

=====

# 2
ORCA calculation (ωB97M-V/def2-TZVPD) on a molecular structure, C14H25GeO2PReS2Se.

HOMO (spin up / spin down), eV: -3.1 / -3.1
⟨S²⟩: 2.04
LUMO level (spin up / spin down), eV: 2.89 / 2.87

ORCA input file:
```
! RIJCOSX wB97M-V def2-TZVPD def2/J DEFGRID3
* xyz -1 3
H 3.468 -1.475 -4.258
H 2.760 0.453 -1.429
H -4.443 2.078 1.917
H 5.537 -0.953 -1.913
Ge 3.205 -2.050 -1.770
H 2.477 5.016 1.989
C -2.437 2.749 1.593
H 3.282 -3.850 0.022
H 3.078 2.651 2.493
C -3.443 1.864 2.300
C -3.336 -2.479 -0.018
O 1.234 1.895 2.293
Se -0.751 -2.345 -1.296
H 0.817 4.530 1.616
H 1.424 4.386 3.267
C -4.606 -2.035 0.311
C -4.239 -0.045 -0.968
P -0.074 1.559 1.430
H 3.672 -3.216 -4.021
C -2.971 -0.492 -1.300
S -0.595 -0.298 1.853
H -2.977 -3.425 0.368
H -5.238 -2.643 0.948
C 3.091 -2.344 -3.719
H -3.234 0.810 2.127
C 2.688 -3.727 -0.884
C 5.121 -1.781 -1.342
C 2.183 2.893 1.914
H -6.057 -0.463 0.101
C -5.067 -0.813 -0.161
H -2.685 3.805 1.733
H 2.054 -2.497 -4.013
H -3.435 2.055 3.373
C 2.181 -0.476 -1.279
O -1.117 2.603 2.124
H 1.638 -3.757 -0.601
S 0.159 2.060 -0.496
C 1.693 4.292 2.216
H -2.332 0.117 -1.932
C -2.501 -1.714 -0.827
Re 0.527 -0.368 -0.395
H 2.417 2.774 0.853
H -2.419 2.547 0.516
H -4.580 0.914 -1.342
H 5.701 -2.676 -1.568
H 5.240 -1.556 -0.283
H 2.891 -4.572 -1.541
*
```

natural (NBO) atomic charge list, values in e, 6 entries:
1. H 0.2165
2. H 0.1774
3. H 0.2016
4. H 0.2152
5. Ge 1.5703
6. H 0.2019

=====

# 3
ORCA calculation (ωB97M-V/def2-TZVPD) on 2 unconnected molecules or ions with the total composition C4H12BN2O2 in a non-equilibrium geometry.

HOMO, eV: -12.9
LUMO level, eV: -3.68

ORCA input file:
```
! RIJCOSX wB97M-V def2-TZVPD def2/J DEFGRID3
* xyz 1 1
C -0.929 -2.512 -0.082
H -1.019 -3.070 0.862
B 1.308 1.538 -0.797
C 0.987 0.326 0.141
C -1.267 -0.993 -0.027
H -1.235 1.074 -0.820
H -0.212 -0.302 -1.723
N 0.664 0.523 1.402
O 1.802 1.422 -1.998
H 1.391 3.579 -0.467
H -1.529 -3.102 -0.756
C -0.785 -0.004 -0.886
H 2.496 2.032 -2.269
N -1.777 -0.526 1.096
H 0.469 1.424 1.657
H 1.521 -0.634 -0.061
H -1.537 0.412 1.402
H -2.240 -1.077 1.781
H 0.091 -2.530 -0.467
O 1.214 2.697 -0.055
H 0.588 -0.277 2.068
*
```

natural (NBO) atomic charge list, values in e, 6 entries:
1. C -0.6738
2. H 0.2424
3. B 1.0753
4. C -0.1533
5. C 0.3477
6. H 0.2539

=====

# 4
ORCA calculation (ωB97M-V/def2-TZVPD) on 6 unconnected molecules or ions with the total composition C2H15NO5 in a non-equilibrium geometry.

HOMO, eV: -9.4
LUMO level, eV: -5.69

ORCA input file:
```
! RIJCOSX wB97M-V def2-TZVPD def2/J DEFGRID3
* xyz 0 1
H 1.480 3.470 0.191
H 1.730 -1.643 -1.017
H 0.066 -0.251 -2.054
H 0.035 -1.632 2.038
O -1.236 1.845 0.546
H 1.422 -3.168 1.831
O 0.783 1.830 -2.444
H -0.165 1.960 -2.554
O -0.508 -0.855 2.513
H -1.554 -0.935 0.412
H -1.166 -1.392 2.970
H -0.284 2.181 0.387
C -0.050 -0.548 -0.995
H 0.632 -2.369 0.070
C -1.486 -0.792 -0.661
H -1.372 1.937 1.495
H 0.353 0.113 -0.181
H -1.866 -1.737 -1.085
O 0.662 -2.776 1.386
N 0.718 -1.731 -0.862
H 1.011 2.169 -1.520
O 1.072 2.639 -0.073
H -2.231 -0.031 -0.904
*
```

natural (NBO) atomic charge list, values in e, 6 entries:
1. H 0.4612
2. H 0.3922
3. H 0.3242
4. H 0.4843
5. O -0.9679
6. H 0.4805

=====

# 5
ORCA calculation (ωB97M-V/def2-TZVPD) on 2 unconnected molecules or ions with the total composition C9H16F5N3O3PS in a non-equilibrium geometry.

HOMO, eV: -11.0
LUMO level, eV: -3.82

ORCA input file:
```
! RIJCOSX wB97M-V def2-TZVPD def2/J DEFGRID3
* xyz 1 1
H -4.710 -4.899 -1.036
H -3.528 -2.105 -4.126
F 5.754 3.087 2.015
H -3.216 -1.248 -1.025
C -4.701 -4.004 -0.409
H -1.478 -3.728 -0.770
H 1.221 4.549 2.555
N -2.468 -1.297 -1.712
N 1.589 3.717 2.116
H -3.847 -3.757 -3.595
H -1.599 -2.761 -2.905
F 3.840 1.575 0.639
H -1.621 -1.201 -1.161
H -5.143 -4.249 0.556
H 1.843 -0.355 -1.188
C 0.837 2.667 1.844
F 3.522 5.720 1.470
H -0.210 2.551 2.049
F 5.252 4.004 0.091
N 1.609 1.738 1.271
S -0.665 -0.228 1.438
O 1.153 0.228 -0.833
O 2.257 -0.798 1.134
C 2.886 3.501 1.723
H 2.732 -0.541 1.934
H -5.312 -3.227 -0.874
C -3.695 -2.733 -3.251
C -2.470 -3.738 -1.233
H -2.604 -4.730 -1.683
H 6.001 5.030 1.642
P 1.052 0.134 0.730
C 5.326 4.211 1.411
F 4.073 4.681 3.302
C -2.505 -2.639 -2.303
O -3.378 -3.554 -0.168
C 2.881 2.251 1.179
C 3.939 4.537 1.955
H -4.616 -2.390 -2.781
*
```

natural (NBO) atomic charge list, values in e, 6 entries:
1. H 0.1726
2. H 0.2224
3. F -0.3153
4. H 0.3562
5. C -0.2495
6. H 0.1739

=====

# 6
ORCA calculation (ωB97M-V/def2-TZVPD) on a single HNO3S molecule in a non-equilibrium geometry.

HOMO, eV: -10.5
LUMO level, eV: -0.22

ORCA input file:
```
! RIJCOSX wB97M-V def2-TZVPD def2/J DEFGRID3
* xyz 0 1
S 0.106 0.995 -0.608
O 2.122 2.216 2.386
O 0.993 0.737 -1.719
O 0.857 1.186 0.945
H -0.274 -0.291 -0.056
N 1.958 1.998 1.241
*
```

Listed below, in e, are the natural (NBO) charges computed for each atom:
1. S 1.3383
2. O -0.2451
3. O -0.8732
4. O -0.6200
5. H 0.0265
6. N 0.3735

=====

# 7
ORCA calculation (ωB97M-V/def2-TZVPD) on a single C4H6N2 molecule in a non-equilibrium geometry.

HOMO, eV: -9.2
LUMO level, eV: 1.07

ORCA input file:
```
! RIJCOSX wB97M-V def2-TZVPD def2/J DEFGRID3
* xyz 0 1
H 0.225 2.393 0.482
H 2.847 -0.307 -0.508
C -1.818 -0.361 0.048
H -2.442 0.388 -0.460
N 1.745 1.182 0.144
H -2.257 -0.461 1.054
C -0.291 0.022 0.043
N 1.959 -0.121 -0.058
H 0.881 -1.903 -0.350
C 0.781 -0.834 -0.167
C 0.444 1.336 0.241
H -2.092 -1.313 -0.449
*
```

natural (NBO) atomic charge list, values in e, 6 entries:
1. H 0.2202
2. H 0.4046
3. C -0.6322
4. H 0.2221
5. N -0.2600
6. H 0.2196

=====

# 8
ORCA calculation (ωB97M-V/def2-TZVPD) on 2 unconnected molecules or ions with the total composition C5H4O2 in a non-equilibrium geometry.

HOMO, eV: -9.0
LUMO level, eV: -0.14

ORCA input file:
```
! RIJCOSX wB97M-V def2-TZVPD def2/J DEFGRID3
* xyz 0 1
C 1.146 1.895 -1.111
C 0.063 0.883 -1.225
O 2.192 3.012 1.292
H 0.094 -1.150 -0.576
C -0.012 -0.148 -0.221
C 2.413 2.110 0.636
C 0.101 0.072 1.045
H -0.094 0.635 -2.215
H 0.418 -0.702 1.766
H -0.007 1.033 1.567
O -0.095 2.273 -0.845
*
```

natural (NBO) atomic charge list, values in e, 6 entries:
1. C 0.3337
2. C -0.1239
3. O -0.5062
4. H 0.2188
5. C -0.2377
6. C 0.5043

=====

# 9
ORCA calculation (ωB97M-V/def2-TZVPD) on 2 unconnected molecules or ions with the total composition C5H11NO in a non-equilibrium geometry.

HOMO (spin up / spin down), eV: -13.9 / -13.8
⟨S²⟩: 0.77
LUMO level (spin up / spin down), eV: -4.20 / -7.81

ORCA input file:
```
! RIJCOSX wB97M-V def2-TZVPD def2/J DEFGRID3
* xyz 1 2
N -1.865 -0.656 0.022
H -1.333 -1.518 -0.079
H 2.285 2.752 1.569
H 0.028 3.244 0.672
H 3.863 -4.018 -0.366
O 2.949 -3.675 -0.362
C 0.437 2.233 0.573
C -1.240 0.425 0.644
H 3.175 -2.824 0.034
C -2.508 -0.280 -1.248
H -2.731 0.797 -1.363
H -1.144 0.348 1.717
H 2.431 1.617 0.143
H -1.975 -0.633 -2.133
H -0.329 0.947 -1.114
C -0.382 1.226 -0.060
H -3.524 -0.688 -1.263
C 1.775 2.169 0.820
*
```

natural (NBO) atomic charge list, values in e, 6 entries:
1. N -0.3358
2. H 0.4400
3. H 0.2316
4. H 0.2637
5. H 0.4732
6. O -0.9279

=====

# 10
ORCA calculation (ωB97M-V/def2-TZVPD) on a molecular structure, C32H27BrN4OPRh in a non-equilibrium geometry.

HOMO, eV: -13.3
LUMO level, eV: -6.74

ORCA input file:
```
! RIJCOSX wB97M-V def2-TZVPD def2/J DEFGRID3
* xyz 2 1
C 2.468 2.663 -4.253
C 0.778 -0.500 -3.213
H -1.349 -0.643 3.050
H -4.839 3.289 2.317
C -1.453 -2.712 0.668
C -2.297 2.262 0.391
H -2.093 -2.548 -1.269
C -1.808 1.424 3.369
C 0.794 -2.661 -3.700
H 1.330 2.167 1.240
C 0.379 -2.944 2.211
H 4.804 0.232 2.262
C 1.131 0.899 -3.257
C 2.087 -0.631 0.417
H -0.418 -3.211 -1.967
N 0.024 -1.116 -2.293
C -2.888 3.036 1.412
H -2.782 4.108 1.284
C 2.104 1.337 -4.173
H 3.217 2.979 -4.963
Rh -1.063 -0.169 -0.929
C -1.317 -4.642 2.065
H -1.916 3.516 3.613
H 1.300 -2.573 2.643
N -2.528 0.959 0.262
C 0.048 -2.469 -2.584
H 2.359 0.283 2.354
C -1.561 2.739 2.942
N 1.237 -1.427 -4.080
H 2.135 4.641 -3.462
H 2.209 -1.598 -1.499
C -1.977 -3.928 1.075
C 0.922 3.201 -2.486
C -3.532 0.458 1.005
C 0.539 1.845 -2.391
C -4.448 1.274 1.658
H 0.373 -4.734 3.380
H -1.715 -5.592 2.388
C 4.874 -0.670 0.324
C 4.230 -0.155 1.432
H -1.520 2.662 -0.240
C -0.263 2.995 2.395
H -3.680 -0.609 1.022
P 0.300 -0.595 0.686
C 1.862 3.597 -3.402
C 2.847 -0.130 1.483
C 2.752 -1.164 -0.691
N -2.061 -1.956 -0.436
H 0.450 3.918 -1.830
O -0.386 1.573 -1.491
H 5.954 -0.685 0.287
C -0.078 0.660 1.909
H 2.598 0.635 -4.829
C -4.165 2.617 1.807
H -2.877 -4.320 0.620
C -0.141 -4.158 2.625
C -1.078 0.379 2.823
C -0.295 -2.198 1.247
H 1.048 -3.550 -4.245
H -2.634 1.222 4.036
H -3.045 -1.768 -0.238
H 0.075 4.017 2.303
C 4.135 -1.178 -0.734
C 0.429 1.976 1.806
H 1.797 -1.227 -4.893
H 4.641 -1.596 -1.593
Br -6.022 0.495 2.330
*
```

natural (NBO) atomic charge list, values in e, 6 entries:
1. C -0.2275
2. C 0.4121
3. H 0.2326
4. H 0.2580
5. C 0.1136
6. C 0.1169

=====

# 11
ORCA calculation (ωB97M-V/def2-TZVPD) on 2 unconnected molecules or ions with the total composition C2H3ClO2P in a non-equilibrium geometry.

HOMO, eV: -5.3
LUMO level, eV: 3.62

ORCA input file:
```
! RIJCOSX wB97M-V def2-TZVPD def2/J DEFGRID3
* xyz -1 1
C 1.021 -0.062 -0.649
O -3.644 -0.798 -1.538
H 1.492 1.297 1.139
O -4.089 -1.159 1.020
H 0.762 -0.608 -1.562
H -2.060 -0.613 0.365
Cl -3.344 1.500 0.222
C 1.290 0.597 0.352
P -3.341 -0.554 -0.098
*
```

natural (NBO) atomic charge list, values in e, 6 entries:
1. C -0.2278
2. O -1.1398
3. H 0.2333
4. O -1.1613
5. H 0.2489
6. H -0.1982

=====

# 12
ORCA calculation (ωB97M-V/def2-TZVPD) on 2 unconnected molecules or ions with the total composition C3H8OSi in a non-equilibrium geometry.

HOMO (spin up / spin down), eV: -5.6 / -10.3
⟨S²⟩: 2.01
LUMO level (spin up / spin down), eV: 0.65 / -1.90

ORCA input file:
```
! RIJCOSX wB97M-V def2-TZVPD def2/J DEFGRID3
* xyz 0 3
H -1.423 -0.063 -0.130
C -2.302 -0.243 0.560
H -3.319 -0.043 0.150
H -2.094 0.426 1.400
H -2.379 -1.296 0.991
H 3.828 0.837 -1.725
H 0.481 -0.539 1.376
C 3.918 0.218 -0.858
O 3.274 0.972 0.340
C 0.819 -0.963 0.403
H 0.515 -2.026 0.128
H 4.947 -0.116 -0.504
Si 2.481 -0.401 -0.020
*
```

natural (NBO) atomic charge list, values in e, 6 entries:
1. H 0.2208
2. C -0.8649
3. H 0.2209
4. H 0.2122
5. H 0.2146
6. H 0.1974